1.
DFT (wB97M-V/def2-TZVPD) results for an isolated molecule of C5H9NO in a non-equilibrium geometry.

Values from the calculation:
Orbital gap (eV): 9.2
SMILES: N/C=C/CCC=O
Calculated total energy (Eh): -325.84090
Energy relative to the best compared isomer or geometry (same formula, charge and spin) (kJ/mol): 253.76

Geometry (Å):
H1 1.508 0.475 -0.523
H2 1.365 0.226 3.614
H3 -0.085 0.965 3.287
H4 -0.944 0.748 0.894
H5 -0.785 -0.994 -3.471
C1 0.576 -0.360 1.892
C2 0.014 0.233 0.828
O1 -2.292 -0.806 -2.248
C3 -0.285 0.442 -1.749
H6 0.700 -1.141 -0.694
C4 0.574 -0.062 -0.577
N1 0.441 0.118 3.226
H7 0.281 0.935 -2.538
H8 -1.006 1.119 -1.304
C5 -1.135 -0.575 -2.498
H9 1.074 -1.323 1.861

***

2.
DFT (wB97M-V/def2-TZVPD) results for an isolated molecule of C5H9NO.

Values from the calculation:
Orbital gap (eV): 9.9
Calculated total energy (Eh): -325.81731
Energy relative to the best compared isomer or geometry (same formula, charge and spin) (kJ/mol): 315.70

Geometry (Å):
H1 -1.149 -0.690 1.430
H2 1.802 0.916 -1.084
H3 -3.086 -1.383 -0.081
H4 -2.462 1.682 -0.093
O1 -0.186 0.362 -0.083
H5 -2.311 -0.419 -1.433
C1 3.296 -0.240 -0.104
C2 -1.360 -0.119 0.532
N1 1.956 0.263 -0.318
H6 -3.237 0.781 1.301
C3 -2.569 0.745 0.446
H7 3.605 -0.907 -0.917
H8 4.020 0.576 -0.019
H9 3.280 -0.806 0.829
C4 0.935 -0.214 0.388
C5 -2.479 -0.528 -0.366

***

3.
DFT (wB97M-V/def2-TZVPD) results for an isolated molecule of C5H9NO.

Values from the calculation:
Orbital gap (eV): 8.3
Calculated total energy (Eh): -325.73923
Energy relative to the best compared isomer or geometry (same formula, charge and spin) (kJ/mol): 520.69

Geometry (Å):
H1 1.428 0.837 -0.244
C1 -0.787 -1.009 -0.624
H2 0.638 -0.628 2.377
C2 1.635 0.393 0.735
H3 2.371 -0.406 0.599
H4 -0.932 1.144 -1.257
C3 -0.841 -0.727 0.781
H5 0.086 -1.002 -2.680
H6 -1.259 -1.529 1.387
C4 0.403 -0.131 1.435
H7 2.098 1.155 1.373
C5 -0.993 0.092 -1.586
N1 -0.846 0.585 1.477
H8 -0.817 1.337 0.789
O1 -0.123 -0.054 -2.684
H9 -2.061 -0.057 -1.878

***

Q: Look up the energy relative to the best compared isomer or geometry (same formula, charge and spin) of the first one.
A: 253.76 kJ/mol

***

Q: orbital gap of number 1 (C5H9NO)?
A: 9.2 eV